Entry from the Open Molecules 2025 dataset: a molecular structure, C16H25CeNO5P2 in a non-equilibrium geometry (the ωB97M-V functional and the def2-TZVPD basis).

Calculated values
Orbital gap (eV): 6.858
E_HOMO (eV): -15.45
Total charge: +2
Relative energy (zero: lowest compared OMol25 entry of this formula, charge and spin) (eV): 0.2873

Cartesian coordinates (Å):
H -0.78151 -3.32616 3.44504
H 3.28002 -2.51603 1.42893
O -0.59253 -1.24733 3.39936
C 0.17057 1.76170 -1.80492
H 0.71602 -3.42033 -0.27936
H -2.95913 3.68701 0.80555
H 1.98532 -1.99785 3.39247
C 0.45825 -3.51541 0.78556
C 1.91844 -0.43552 -2.40886
C 1.27146 -2.72409 2.98409
H 1.75099 4.37465 -3.28846
H 2.63973 0.07470 -1.77088
C 2.51042 -0.44414 1.32838
H 0.36737 5.63114 -1.66601
H 0.13019 -2.61238 4.81078
C 2.42382 -1.98833 0.98890
N 1.13390 -2.44301 1.54522
H 2.41928 -2.11201 -0.10088
H -1.60839 3.39410 1.94116
H 2.04760 -0.13130 -3.44728
C 1.07741 3.85315 -2.62581
H -3.51898 2.16683 -1.31611
P -1.75240 1.61989 0.27427
O 3.34832 -0.04821 2.10384
C -1.09644 -3.24206 0.89791
H -1.16201 4.44322 -0.19284
C -0.05663 -2.55335 3.73186
H -0.35593 0.09998 -4.18919
H 1.65814 -3.73842 3.15724
C 1.00028 2.47172 -2.66741
C 0.29921 4.55655 -1.72493
H -1.78693 -0.26963 -3.20604
C -2.41423 2.93093 1.37164
H 0.71196 -4.51957 1.14893
H -3.10616 2.46148 2.07434
O -1.46480 -2.19646 0.26316
Ce -0.27110 -0.65262 0.96593
O -1.79014 -3.96858 1.57673
H 2.09449 -1.51156 -2.35651
H 1.61536 1.94420 -3.37877
C -3.23069 1.27236 -0.76162
O 1.60035 0.25318 0.75318
C -0.56252 3.87389 -0.88503
H -0.61176 -1.53942 -3.54376
H -3.01989 0.45633 -1.45275
C -0.72820 -0.47455 -3.34202
H -1.27921 -1.06172 4.05615
H -4.04980 0.96539 -0.11023
P 0.21081 -0.08587 -1.80325
C -0.64035 2.48353 -0.90770